Below is C19H23N3O2 as an isolated structure in a non-equilibrium geometry, with properties calculated with the ωB97M-V functional and the def2-TZVPD basis.

Atoms and positions in Å:
O (3.931, 0.681, -1.130)
O (2.527, -0.245, -3.849)
N (1.133, -0.288, 0.422)
N (-5.305, -2.435, 1.533)
N (0.212, -1.794, -2.413)
C (1.699, -0.341, -0.797)
C (-1.791, -0.669, -1.324)
C (-1.771, 0.580, -3.458)
C (2.432, -0.499, -2.662)
C (-1.534, 0.658, -2.001)
C (1.739, 2.081, 3.278)
C (-2.304, -3.150, -0.210)
C (-1.328, -3.039, -1.116)
C (-4.282, -2.263, 1.039)
C (1.650, 2.600, 0.800)
C (-3.170, -2.085, 0.133)
C (1.743, 0.269, 1.577)
C (1.188, 1.598, 1.920)
C (1.711, -0.728, 2.758)
C (-2.862, -0.857, -0.519)
C (1.292, -1.011, -1.980)
C (-0.969, -1.759, -1.642)
C (-0.351, 1.618, 2.002)
C (2.872, 0.197, -1.485)
H (0.155, -0.559, 0.491)
H (-0.815, -3.887, -1.494)
H (-1.015, -0.042, -3.875)
H (1.775, 3.593, 1.090)
H (2.559, 2.304, 0.336)
H (-0.499, 0.825, -1.928)
H (-0.831, 1.750, 1.016)
H (1.454, 3.101, 3.349)
H (-2.193, 1.427, -1.615)
H (2.046, -1.617, 2.352)
H (2.307, -0.529, 3.612)
H (0.706, -0.834, 3.176)
H (-3.483, -0.015, -0.281)
H (1.263, 1.372, 4.104)
H (0.951, 2.618, 0.015)
H (-2.576, -4.205, 0.003)
H (-2.768, 0.076, -3.561)
H (2.838, 2.085, 3.323)
H (0.115, -1.800, -3.448)
H (-0.720, 0.746, 2.484)
H (2.848, 0.377, 1.303)
H (-1.818, 1.605, -3.838)
H (-0.759, 2.492, 2.508)

Values from the calculation:
Energy above the lowest of the compared OMol25 structures with the same formula, charge and spin, kcal per mole: 116.12
HOMO-LUMO gap, hartree: 0.289
DFT total energy, eV: -28638.5624
Strongest force on any atom, eV/A: 5.11
Molecular weight, g/mol: 325.4
Net charge: 0